Record 1
130
Properties=species:S:1:pos:R:3 method="wB97M-V/def2-TZVPD" homo_energy_ev=-8.37 homo_lumo_gap_ev=8.056 e_lumo_ev=-0.31 multiplicity=1 total_energy_ev=-125571.6794
H 1.536 -2.856 -1.952
H 3.217 -0.730 -0.443
C -1.625 -2.647 -3.989
O 0.765 -3.018 -3.963
C 1.075 1.722 5.652
C 3.888 0.586 -2.855
H -2.516 5.662 -2.009
H 2.955 -0.260 2.736
H 1.793 -3.565 -5.699
H 3.618 -0.430 -3.166
H -3.401 4.001 -4.334
C 0.278 0.308 0.702
N -0.735 4.338 -0.325
H 3.637 1.791 -5.174
H 5.982 -0.502 -0.207
C 1.894 -3.557 -4.603
H -2.342 1.836 -2.166
H -3.599 -2.946 -3.973
O 0.421 0.075 1.950
C 2.487 -3.221 -0.226
N -2.594 0.948 -1.756
N -2.624 1.309 2.043
H 0.654 0.735 5.869
H 5.110 -0.434 3.788
H -6.357 -2.516 3.880
H -0.659 -3.357 2.457
O -2.161 3.779 -2.712
H 3.112 0.348 5.103
C 0.475 1.047 -3.460
H 3.138 -3.164 1.733
H -0.471 3.372 -0.128
O -4.218 0.169 -0.365
H 0.211 -0.383 -1.994
O 0.589 1.542 0.426
H -2.646 -2.032 -2.136
N 3.423 0.273 -0.434
H 0.179 2.331 5.543
H 5.257 -1.413 -1.442
O 1.637 1.584 4.343
N 0.495 2.022 -2.523
H 1.474 -2.127 3.299
O 0.264 -2.255 6.182
C -0.469 -3.540 -4.459
H 4.737 1.587 -1.111
H -4.877 -1.843 4.577
H -3.831 4.537 -1.754
C -2.089 2.098 2.999
H -2.068 0.991 1.264
C -1.185 -3.714 1.568
C 3.418 0.699 2.966
C -2.733 4.619 -1.739
O 4.936 1.070 -3.682
H -3.161 -2.305 -5.316
H -2.625 3.288 -0.084
H 4.572 0.275 -5.536
C -2.250 4.286 -0.326
N -4.740 1.693 -1.975
H 0.583 -0.999 -3.595
H -0.463 -3.561 -5.549
O -0.855 2.286 3.079
C -5.287 -2.680 4.004
H -3.173 -3.599 0.684
N -2.939 2.653 3.879
H -1.885 -1.578 0.514
C 4.894 0.336 3.042
O 3.270 -4.058 -0.662
N 1.520 -2.201 4.299
O -0.267 -0.455 -0.151
H -3.819 5.205 0.911
C -2.366 4.210 -4.058
O -4.635 -2.710 2.750
H -0.663 -4.519 -4.009
H -1.908 0.333 -1.344
Zn 1.067 1.960 2.443
C 4.573 1.245 -5.021
N -0.488 -1.115 4.334
H -3.902 2.382 3.921
N 1.493 -2.652 -0.965
H 3.364 1.369 1.035
C -2.618 -3.182 1.532
H 2.739 -2.882 -4.466
H -1.413 -1.594 -4.190
H 5.564 1.116 3.430
H 0.527 1.848 -1.524
N -2.604 -1.722 1.236
H -0.176 -0.768 3.422
H -2.855 -3.064 3.705
H 0.869 -1.933 -0.619
H -3.620 -4.486 2.841
H 2.194 -2.800 4.738
C 5.603 -0.392 -1.224
H 3.627 1.956 4.718
H -0.553 4.420 -1.321
H -5.190 -3.621 4.551
O 0.437 1.354 -4.661
H -1.247 -0.735 4.867
H -2.023 -1.405 2.027
H -3.613 1.142 2.046
H -4.421 2.377 -2.637
C 3.001 1.132 4.349
H 2.090 -4.599 -4.338
H -2.505 3.263 4.548
H -1.068 -2.764 -1.795
C 4.462 0.572 -1.427
H 1.763 -2.114 1.268
N -2.876 -3.048 -4.681
N 3.108 1.758 1.975
N 2.522 -2.744 1.065
H -2.352 -3.765 -2.364
C 0.417 -1.857 5.024
H -1.698 3.585 -4.654
H -5.707 1.749 -1.721
H 5.290 0.043 2.071
H -2.620 6.335 0.437
C -1.916 -2.765 -2.481
H 1.711 2.087 6.453
H -2.255 5.126 1.672
H 5.359 1.829 -5.507
H 3.823 2.480 2.085
H 0.281 2.951 -2.825
H -0.619 -3.456 0.676
H -2.051 5.247 -4.187
N 0.452 -0.218 -2.969
H 2.533 0.633 -0.794
H 6.448 -0.262 -1.899
H 3.040 1.274 -2.912
C -3.413 -3.409 2.826
H -1.202 -4.808 1.637
C -2.744 5.285 0.711
C -3.868 0.873 -1.319



Record 2
16
Properties=species:S:1:pos:R:3 method="wB97M-V/def2-TZVPD" homo_energy_ev="-7.64 / -7.01" homo_lumo_gap_ev="7.499 / 7.470" relative_energy_kj_mol=425.9 e_lumo_ev="-0.14 / 0.46" multiplicity=1 total_energy_ev=-15706.1963
H -0.973 -0.958 1.250
H 0.971 -2.389 -0.599
H 2.495 -1.799 -1.492
C -2.750 -1.432 -1.546
C 1.591 -1.580 -0.949
C 1.091 2.274 0.181
O 1.513 -0.397 -0.396
H -1.434 0.735 1.321
N -3.595 -1.656 -0.817
H -0.630 -0.014 2.688
H 1.444 2.974 0.933
H 0.106 2.609 -0.136
Si 1.023 0.499 0.845
H 1.757 2.337 -0.674
H -1.952 -1.227 -2.213
C -0.659 0.023 1.602



Record 3
95
Properties=species:S:1:pos:R:3 method="wB97M-V/def2-TZVPD" homo_energy_ev=-8.50 homo_lumo_gap_ev=8.870 e_lumo_ev=0.37 smiles="C[C@H]1COC(=O)O1.C[C@H]1COC(=O)O1.C[C@H]1COC(=O)O1.C[C@H]1COC(=O)O1.c1cc[nH]c1.c1ccncc1.c1ccncc1.c1ccncc1" multiplicity=1 total_energy_ev=-67538.3580
H -0.105 -3.078 1.895
H -3.542 4.786 3.323
C -3.083 -4.123 -1.634
H 1.651 3.419 -3.611
C 1.728 1.016 -1.174
O 1.115 1.868 -2.011
C 2.234 2.350 2.010
O 1.680 -2.857 3.106
C -1.475 -2.663 -0.732
H 4.100 0.803 -5.058
H -2.340 -0.599 -3.781
H -2.948 1.796 -4.994
H -1.358 -3.415 -2.695
H -0.846 0.216 3.174
C 3.771 -4.268 0.332
H -2.180 -0.896 2.891
N 4.664 -2.058 0.543
O 1.600 3.299 1.715
C -5.243 3.517 2.951
H -4.920 1.650 -1.274
C 3.486 -2.718 -1.435
H -1.159 1.724 0.894
H 2.889 -0.433 3.284
C 3.246 1.164 -4.436
H -1.418 -0.118 0.824
O 2.466 -0.018 -4.187
H -4.829 0.233 2.177
C -1.436 0.802 0.265
H -1.915 2.991 3.269
N -2.223 -2.541 0.360
N -4.275 1.367 -2.038
C -0.335 -1.908 3.641
O 0.660 -1.565 4.627
C -4.032 2.160 -3.146
O 1.010 1.432 -4.899
N -3.355 1.488 2.810
C 0.495 -2.364 2.419
C -0.491 0.720 -0.873
C -5.644 2.222 2.510
H 3.192 3.925 -4.435
H 5.601 1.976 3.814
C 2.229 3.519 -4.569
C 2.908 0.214 2.417
H 4.578 0.549 4.307
H 3.616 1.483 -3.476
H -4.626 3.080 -3.204
C 4.386 -3.242 1.023
H 4.681 -3.428 2.037
C -3.921 3.776 3.119
H -4.781 -4.653 -0.371
O 2.928 0.857 -1.085
C -0.248 1.965 -1.649
C 1.176 0.242 -4.323
O 3.613 2.365 1.816
H 4.345 -0.803 -1.135
H 3.917 2.109 4.313
O 0.288 -0.447 -3.904
H 2.655 -0.238 1.471
H -0.496 -2.236 -0.701
O 1.841 1.201 2.487
H 1.664 4.164 -5.289
H -3.897 -2.897 1.297
H -5.908 4.324 3.173
C 4.661 1.471 3.754
C -3.669 0.148 -2.222
H 2.870 -4.809 -1.582
H -2.494 0.989 -0.105
H -0.379 2.845 -0.991
H -0.691 -0.176 -1.495
C -3.278 1.459 -4.045
H -1.636 -0.513 4.508
C -2.984 2.746 3.083
C 3.361 -4.042 -0.953
C 2.310 2.133 -5.149
H -3.348 -4.843 -2.402
C -1.931 -3.383 -1.796
H 3.040 -2.529 -2.439
O 0.840 0.453 -0.359
C -3.887 -4.026 -0.543
H -0.939 1.996 -2.498
H -6.687 1.973 2.397
C -3.001 0.185 -3.432
H 3.828 -5.247 0.857
O 2.619 -2.548 5.071
C 4.130 1.162 2.364
C 1.709 -2.351 4.318
H 4.841 0.858 1.552
C -4.656 1.229 2.528
C -1.286 -0.764 3.521
C 4.189 -1.777 -0.685
H 2.526 2.211 -6.247
C -3.425 -3.125 0.407
H 0.718 -1.561 1.809
H -3.880 -0.635 -1.459
H -0.859 -2.733 4.052



What is the multiplicity in the third record? 1